[1]
Formula: C3H6N2O
Source: OMol25
Level of theory: ωB97M-V/def2-TZVPD

```
12
Properties=species:S:1:pos:R:3
C 1.9808 -0.9077 -0.2441
N 1.3500 -0.0031 0.4375
C 0.0092 0.0868 0.1826
C -0.6830 1.3183 0.7005
N -0.5802 -0.8814 -0.4664
O -1.9201 -0.5738 -0.7477
H 1.6303 -1.3857 -1.1724
H 3.0254 -1.1399 0.0147
H 0.0184 1.9539 1.2474
H -1.4977 1.0287 1.3696
H -1.0955 1.8883 -0.1367
H -2.2376 -1.3844 -1.1850
```

Summary:
orbital gap: 9.31 eV
SMILES: C=N/C(C)=N/O
E_HOMO: -9.07 eV
ΔE to the lowest compared entry with this formula, charge and spin: 315.7 kJ/mol


[2]
Formula: C6H10O
Source: OMol25
Level of theory: ωB97M-V/def2-TZVPD

```
17
Properties=species:S:1:pos:R:3
C -1.3043 1.5504 0.3687
C -1.1034 1.1905 1.6374
O -0.0794 0.4586 2.1433
C 0.7615 -0.2100 1.2117
C 0.0117 -1.1529 0.3093
C 0.1579 -1.3046 -1.0075
C 0.9751 -0.4702 -1.9521
H -2.2089 2.0818 0.0996
H -0.6136 1.3122 -0.4325
H -1.7914 1.4602 2.4360
H 1.4301 -0.7952 1.8502
H 1.3763 0.5049 0.6488
H -0.7095 -1.7807 0.8302
H -0.4236 -2.0937 -1.4838
H 1.6579 -1.0841 -2.5514
H 1.5660 0.3023 -1.4514
H 0.2974 0.0305 -2.6565
```

Summary:
orbital gap: 9.90 eV
SMILES: C=COC/C=C\C
E_HOMO: -8.84 eV
ΔE to the lowest compared entry with this formula, charge and spin: 127.0 kJ/mol


[3]
Formula: C6H28N2O8
Source: OMol25
Level of theory: ωB97M-V/def2-TZVPD

```
44
Properties=species:S:1:pos:R:3
C 2.2250 -0.8089 1.1583
N 1.9327 0.3108 1.6750
C 2.2406 1.4817 0.9312
C 3.4828 1.9093 0.7287
C 1.0009 2.2776 0.5526
C 0.5033 1.9717 -0.8410
C -0.6777 2.8634 -1.2945
N 0.1106 0.5727 -0.9651
H 1.7241 -1.6494 1.6343
H 2.8683 -0.9291 0.2906
H 4.3309 1.3291 1.0724
H 3.6577 2.8829 0.2885
H 1.1017 3.3403 0.7158
H 0.2893 1.9235 1.3064
H 1.2590 2.2398 -1.5724
H -0.2857 3.8250 -1.6297
H -1.0472 2.3721 -2.1989
H -1.5271 2.9902 -0.6251
H -0.4614 0.3097 -1.7540
H -0.1819 0.0541 -0.1534
O 0.0405 0.4995 3.9750
H 0.4424 0.0417 3.2206
H -0.8100 0.8480 3.7007
O -3.6517 -1.2151 1.4185
H -4.0396 -0.3324 1.4694
H -4.0271 -1.6531 0.6485
O 2.0585 0.8712 -3.2704
H 2.7605 1.4638 -2.9756
H 1.7917 0.5140 -2.4011
O -2.4413 -2.1615 -3.0412
H -2.6228 -2.7936 -2.3421
H -1.4823 -2.0396 -3.0693
O -3.3046 0.0323 -1.0180
H -2.3411 0.1640 -0.9961
H -3.2426 -0.4107 -1.8878
O 1.3195 -1.9827 -3.1384
H 1.8478 -1.8299 -2.3459
H 1.7460 -1.3359 -3.7118
O -0.6873 -2.2403 3.4844
H -1.4593 -2.8105 3.5249
H -0.7300 -1.6519 4.2486
O -1.2548 -2.2293 0.5059
H -1.9838 -1.7760 0.9638
H -0.6596 -2.6368 1.1359
```

Summary:
orbital gap: 9.82 eV
SMILES: C=NC(=C)C[C@H](C)N.O.O.O.O.O.O.O.O
E_HOMO: -9.47 eV
ΔE to the lowest compared entry with this formula, charge and spin: 153.1 kJ/mol


[4]
Formula: C2H5OPS3
Source: OMol25
Level of theory: ωB97M-V/def2-TZVPD

```
12
Properties=species:S:1:pos:R:3
C -0.6529 -0.6975 -2.6895
C -0.4938 -0.3026 -1.4325
S 0.4930 -1.3105 -0.2558
S -0.9934 1.2291 -0.6924
H -0.3722 -1.7051 -3.1095
H -1.0612 -0.2076 -3.5502
H 1.3477 -1.6305 -1.2283
H -0.5397 0.9506 0.5562
O -0.4806 1.7545 2.6597
P -0.3501 0.9308 3.8541
S 1.5103 0.1517 3.5107
H 1.5929 0.8374 2.3775
```

Summary:
orbital gap: 7.84 eV
SMILES: C=C(S)S.O=PS
E_HOMO: -8.66 eV
ΔE to the lowest compared entry with this formula, charge and spin: 171.1 kJ/mol


[5]
Formula: C31H32BBaF5IN7S2Se
Source: OMol25
Level of theory: ωB97M-V/def2-TZVPD

```
81
Properties=species:S:1:pos:R:3
Ba -0.0718 -0.1112 -0.1209
C -0.3190 3.9070 -1.9265
C 0.3158 2.8260 -2.8011
C 0.6254 3.3708 -4.1953
C 1.5587 2.3274 -2.1449
C 2.8314 2.9125 -2.2067
C 3.6171 2.1125 -1.4106
N 2.8510 1.1271 -0.9205
N 1.6001 1.2572 -1.3643
B 3.3450 0.0434 0.0325
N 2.8348 0.3045 1.4498
C 3.5740 0.7861 2.4597
C 2.7811 0.8576 3.5829
C 1.5295 0.3948 3.1586
N 1.5892 0.0710 1.8702
C 0.3112 0.1405 3.9868
C 0.3119 -1.3437 4.3690
C 0.2515 1.0303 5.2235
N 2.9619 -1.3566 -0.4620
C 3.8530 -2.2618 -0.8885
C 3.1727 -3.3990 -1.2635
C 1.8242 -3.0923 -1.0287
N 1.7310 -1.8586 -0.5466
C 0.6283 -3.9603 -1.2498
C 0.6541 -5.1665 -0.3094
C 0.5666 -4.4259 -2.7071
H -1.2115 4.3076 -2.4013
H 0.3904 4.7129 -1.7529
H -0.6030 3.5086 -0.9551
H -0.3866 1.9995 -2.9103
H 1.2127 4.2842 -4.1215
H -0.2985 3.5966 -4.7241
H 1.1901 2.6400 -4.7733
H 3.1322 3.7942 -2.7381
H 4.6573 2.1872 -1.1617
H 4.5429 0.0922 0.0548
H 4.6039 1.0544 2.3244
H 3.0625 1.2015 4.5593
H -0.5709 0.3458 3.3780
H 1.1703 -1.5572 5.0057
H 0.3847 -1.9526 3.4699
H -0.6027 -1.6067 4.8943
H 1.0857 0.8211 5.8915
H -0.6787 0.8491 5.7573
H 0.2792 2.0770 4.9341
H 4.9054 -2.0527 -0.8973
H 3.6007 -4.3043 -1.6529
H -0.2645 -3.3670 -1.0294
H 1.5554 -5.7567 -0.4623
H -0.2091 -5.7980 -0.4978
H 0.6227 -4.8407 0.7262
H 1.4577 -4.9934 -2.9775
H 0.4892 -3.5795 -3.3871
H -0.3053 -5.0600 -2.8575
S -1.8018 -0.0695 -3.4265
C -2.3258 -1.6214 -3.2031
N -2.3377 -2.2766 -2.0889
C -2.8396 -3.5291 -2.1891
C -2.9897 -4.4331 -1.1379
C -3.4288 -5.7119 -1.4151
C -3.7459 -6.1064 -2.7095
C -3.6721 -5.2034 -3.7592
C -3.2217 -3.9247 -3.4954
S -2.9882 -2.6005 -4.6018
H -2.7620 -4.1160 -0.1318
H -3.5245 -6.4228 -0.6063
H -4.0703 -7.1221 -2.8966
H -3.9518 -5.4973 -4.7622
I -2.4210 -1.2765 1.5355
F -6.3197 5.2200 3.9774
C -5.0549 4.9784 3.5561
C -4.1288 4.3657 4.3918
F -4.5102 3.9929 5.6335
C -2.8286 4.1708 3.9725
F -1.9657 3.5974 4.8250
C -2.3698 4.5730 2.7086
Se -0.5949 4.4050 2.2197
C -3.3398 5.1536 1.8757
F -2.9919 5.5515 0.6406
C -4.6440 5.3558 2.2831
F -5.5360 5.9517 1.4597
```

Summary:
orbital gap: 5.82 eV
charge: -2
E_HOMO: -1.94 eV
ΔE to the lowest compared entry with this formula, charge and spin: 160.6 kJ/mol


[6]
Formula: C2O2
Source: OMol25
Level of theory: ωB97M-V/def2-TZVPD

```
4
Properties=species:S:1:pos:R:3
O 1.0162 -0.0084 -0.1626
C -0.0031 -0.8677 0.1620
O -0.9822 0.0080 -0.1571
C -0.0309 0.8681 0.1577
```

Summary:
orbital gap: 10.00 eV
SMILES: o1c2oc1=2
E_HOMO: -10.39 eV
ΔE to the lowest compared entry with this formula, charge and spin: 519.4 kJ/mol


[7]
Formula: C8H8
Source: OMol25
Level of theory: ωB97M-V/def2-TZVPD

```
16
Properties=species:S:1:pos:R:3
C 1.9062 -0.3970 0.0453
C 1.7684 -1.6585 -0.2331
C -0.6215 1.0287 0.2958
C -1.1446 -0.1171 -0.5933
C 0.8279 1.7010 -0.0667
C 0.4899 -2.2146 0.0762
C -0.7114 -1.5255 0.0190
C 1.9859 0.8996 -0.0713
H -1.2392 1.8948 0.2252
H -0.6390 0.6417 1.3893
H -2.2429 -0.2152 -0.3054
H -1.1128 0.1083 -1.6276
H 0.6274 2.1369 -1.0980
H 1.1342 2.4943 0.5511
H 0.4877 -3.0088 0.8022
H -1.5163 -1.7687 0.5912
```

Summary:
orbital gap (spin up / spin down): 6.92 / 6.92 eV
E_HOMO (spin up / spin down): -8.03 / -8.03 eV
ΔE to the lowest compared entry with this formula, charge and spin: 647.1 kJ/mol


[8]
Formula: C17H16F5IN3O4
Source: OMol25
Level of theory: ωB97M-V/def2-TZVPD

```
46
Properties=species:S:1:pos:R:3
F 6.0155 -0.0912 0.2927
C 4.7612 0.1685 0.7075
F 4.1310 -0.9985 0.6417
F 4.7622 0.6201 1.9349
C 4.0990 1.1301 -0.3150
F 4.7812 2.3015 -0.3460
F 4.2546 0.5090 -1.5122
C 2.6002 1.3661 -0.0313
C 1.7041 0.4956 -0.9328
C 0.1729 0.7233 -0.5797
N 0.0099 1.2441 0.7923
I -1.0001 -0.2263 1.8943
H 2.3957 2.4270 -0.2326
H 2.3605 1.2158 1.0277
H 1.9808 -0.5535 -0.7745
H 1.8301 0.7883 -1.9712
H -0.2936 -0.2702 -0.6740
H -0.3432 1.3440 -1.3157
C -0.0427 2.4418 -7.9474
C 0.0989 3.1886 -6.7853
C 0.1562 2.5535 -5.5538
C 0.0748 1.1729 -5.5020
C -0.0736 0.4169 -6.6517
C -0.1329 1.0578 -7.8802
N 0.1599 0.4970 -4.1994
O 0.2707 1.1941 -3.2107
O 0.1169 -0.7217 -4.1915
H -0.0818 2.9400 -8.9086
H 0.1677 4.2673 -6.8390
H 0.2664 3.1378 -4.6510
H -0.1410 -0.6607 -6.6029
H -0.2461 0.4773 -8.7866
C -3.8985 -1.8353 8.0214
C -2.9133 -2.8137 8.0008
C -2.4051 -3.2617 6.7910
C -2.8894 -2.7193 5.6136
C -3.8753 -1.7489 5.6190
C -4.3815 -1.3066 6.8319
N -2.3374 -3.1725 4.3280
O -1.4798 -4.0409 4.3561
O -2.7685 -2.6488 3.3233
H -4.2900 -1.4825 8.9680
H -2.5383 -3.2254 8.9290
H -1.6380 -4.0228 6.7780
H -4.2499 -1.3323 4.6943
H -5.1506 -0.5455 6.8496
```

Summary:
orbital gap: 3.65 eV
charge: -1
E_HOMO: -2.03 eV


[9]
Formula: C16H22ClN3O2S
Source: OMol25
Level of theory: ωB97M-V/def2-TZVPD

```
45
Properties=species:S:1:pos:R:3
C 1.9016 -4.2445 1.2647
C 2.7225 -2.8812 0.7506
C 1.6259 -1.7494 0.2754
N 2.1450 -0.8414 -0.8593
C 1.9086 0.5698 -0.3861
C 0.8638 1.5380 -1.1853
C -0.0257 1.2162 -2.4999
C -0.2815 -0.3257 -2.9114
C -1.2559 -1.2150 -1.9625
C -1.7592 -0.5343 -0.5688
C -2.9657 0.6069 -0.7704
O -4.1726 0.1557 -0.0078
C -3.9611 0.3481 1.4487
C -4.4663 1.7702 2.1008
O -3.3572 -0.5191 2.2679
C 0.7342 3.0945 -0.5811
Cl -0.4032 4.3861 -1.3641
C 1.5998 3.6377 0.7238
C 2.6504 2.6902 1.5515
N 3.5596 2.9595 2.7301
S 4.4280 1.4485 3.0488
N 3.7905 0.4278 1.7641
C 2.7448 1.1765 0.9291
H 0.7572 -4.2092 1.0131
H 2.3277 -5.2095 0.7160
H 1.9702 -4.3815 2.4457
H 3.3942 -3.1116 -0.2089
H 3.3736 -2.5558 1.6862
H 1.2188 -1.1442 1.1939
H 0.6916 -2.3624 -0.1440
H 3.1729 -1.0210 -0.8698
H 0.5177 1.7410 -3.4251
H -1.0506 1.8185 -2.3889
H -0.7850 -0.3151 -3.9952
H 0.7258 -0.9466 -3.0738
H -2.2386 -1.4781 -2.5872
H -0.7187 -2.2692 -1.8034
H -2.2957 -1.4047 0.0492
H -0.8966 -0.1533 0.1458
H -3.2874 0.5514 -1.9118
H -2.6400 1.6793 -0.4280
H -3.9567 1.9389 3.1435
H -5.6302 1.7330 2.2820
H -4.1710 2.6162 1.3122
H 1.4950 4.7686 1.0896
```

Summary:
orbital gap: 6.82 eV
SMILES: CCCNc1c(CCCCCOC(C)=O)c(Cl)cc2nsnc12
E_HOMO: -8.50 eV


[10]
Formula: C36H25AsCl2MoN4O3
Source: OMol25
Level of theory: ωB97M-V/def2-TZVPD

```
72
Properties=species:S:1:pos:R:3
Mo 0.0305 -0.1168 0.1704
Cl -3.4579 5.7431 -0.2335
C -2.2568 4.6071 -0.2852
C -2.5863 3.2593 -0.2465
C -1.5507 2.3469 -0.2587
N -1.6146 0.9883 -0.1588
C -2.8681 0.2831 -0.3113
O -3.7967 0.7066 -0.9146
C -2.7958 -1.0111 0.4234
C -3.8721 -1.8531 0.5438
C -3.7307 -2.9909 1.3369
C -2.5188 -3.2270 1.9696
C -1.4683 -2.3473 1.7788
N -1.5993 -1.2524 1.0137
C -0.1649 2.7831 -0.3505
C 0.1770 4.1283 -0.4252
C -0.8456 5.0506 -0.3702
Cl -0.5046 6.6754 -0.3888
N 0.6629 1.7200 -0.2886
C 2.1011 1.8327 -0.4889
O 2.6011 2.5941 -1.2438
C 2.7804 0.8827 0.4412
C 4.1383 0.8789 0.6346
C 4.6564 0.0728 1.6500
C 3.7899 -0.6858 2.4198
C 2.4313 -0.6621 2.1430
N 1.9321 0.1102 1.1710
H -3.6234 2.9630 -0.2102
H -4.7997 -1.6046 0.0433
H -4.5620 -3.6720 1.4694
H -2.3842 -4.0806 2.6206
H -0.5140 -2.4999 2.2638
H 1.2007 4.4604 -0.5175
H 4.7651 1.5164 0.0235
H 5.7214 0.0588 1.8458
H 4.1528 -1.2898 3.2408
H 1.7280 -1.2397 2.7280
O 0.6559 -1.6337 -0.5365
As 1.1394 -2.6130 -2.0834
C 0.8824 -1.2178 -3.3312
C -0.3962 -0.6416 -3.3349
C -0.6638 0.4050 -4.1990
C 0.3343 0.8695 -5.0554
C 1.5945 0.2920 -5.0491
C 1.8810 -0.7601 -4.1857
C -0.1260 -3.9656 -2.2350
C -0.9420 -3.9633 -3.3727
C -1.7654 -5.0547 -3.6015
C -1.7581 -6.1263 -2.7181
C -0.9380 -6.1212 -1.5893
C -0.1042 -5.0473 -1.3442
C 2.8619 -3.1850 -1.6214
C 3.8483 -3.2826 -2.6035
C 5.0588 -3.8749 -2.2726
C 5.2618 -4.3842 -0.9974
C 4.2664 -4.2925 -0.0273
C 3.0575 -3.6913 -0.3319
H -1.2010 -1.0662 -2.7420
H -1.6571 0.8341 -4.2399
H 0.1173 1.6740 -5.7462
H 2.3617 0.6546 -5.7204
H 2.8675 -1.1960 -4.1951
H -0.9223 -3.1461 -4.0808
H -2.3956 -5.0771 -4.4805
H -2.3782 -6.9898 -2.9220
H -0.9325 -6.9714 -0.9202
H 0.5629 -5.0703 -0.4922
H 3.6857 -2.9475 -3.6166
H 5.8374 -3.9519 -3.0199
H 6.1971 -4.8744 -0.7600
H 4.4310 -4.7085 0.9581
H 2.2833 -3.6231 0.4232
```

Summary:
orbital gap (spin up / spin down): 4.99 / 5.08 eV
charge: +4
E_HOMO (spin up / spin down): -19.36 / -19.36 eV
ΔE to the lowest compared entry with this formula, charge and spin: 91.5 kJ/mol


[11]
Formula: C14H21N2O
Source: OMol25
Level of theory: ωB97M-V/def2-TZVPD

```
38
Properties=species:S:1:pos:R:3
C -1.3108 -1.5557 3.9157
C -0.7176 -1.0841 2.4249
C -0.4260 0.5252 2.3216
C -1.8027 1.4616 2.4592
C 0.4629 0.9930 1.0267
C 1.6556 2.1255 1.3151
C 2.6008 2.7009 0.0960
N 2.4016 2.1696 -1.3151
N 3.2081 2.6539 -2.3561
C 4.5295 2.3254 -2.0488
O 5.8175 1.9643 -2.1274
C 1.3253 1.1284 -1.6639
C 0.2767 0.4967 -0.5244
C -0.8940 -0.5763 -0.9307
C -0.9306 -0.9995 -2.5154
C -2.2040 -2.0644 -2.6832
C 0.4074 -1.8554 -3.0119
H -0.5209 -2.2386 4.4455
H -2.2700 -2.2338 3.7206
H -1.6677 -0.6383 4.5681
H 0.1986 -1.7233 2.0773
H -1.6107 -1.3085 1.6655
H 0.2191 0.8078 3.2854
H -1.4266 2.5816 2.3573
H -2.1447 1.3478 3.5912
H -2.6328 1.1675 1.6888
H 1.7786 2.5208 2.4255
H 3.3968 3.5291 0.3982
H 1.2629 0.8254 -2.8153
H -1.9401 -0.1789 -0.5459
H -0.6819 -1.5784 -0.3244
H -1.1589 -0.0663 -3.2178
H -2.3716 -2.3602 -3.8271
H -1.8718 -3.0704 -2.1538
H -3.1819 -1.6986 -2.1525
H 0.8750 -1.2448 -3.9247
H 0.1189 -2.9115 -3.4712
H 1.2301 -1.9376 -2.1730
```

Summary:
orbital gap: 8.25 eV
SMILES: CC[C@H](C)c1cc[n+](N=C=O)cc1CC(C)C
charge: +1
E_HOMO: -13.18 eV
ΔE to the lowest compared entry with this formula, charge and spin: 1517.5 kJ/mol


[12]
Formula: C35H22Cl5N2O7PS2TeW
Source: OMol25
Level of theory: ωB97M-V/def2-TZVPD

```
76
Properties=species:S:1:pos:R:3
W -1.3384 -0.6297 0.4103
O -1.8273 -1.7964 -1.4620
S -0.8712 -2.8920 -1.1709
O -1.3433 -4.2188 -0.9981
O -0.1224 -2.3025 -0.0208
C 0.2293 -2.7424 -2.5369
C 0.4971 -3.8000 -3.3871
C 1.2683 -3.5720 -4.5142
C 1.7386 -2.2926 -4.7791
C 1.4531 -1.2387 -3.9240
C 0.6803 -1.4457 -2.7862
P 0.3781 -0.0538 -1.5793
C 0.0596 1.3428 -2.7149
C -0.6684 1.1103 -3.8829
C -0.9948 2.1577 -4.7266
C -0.5942 3.4500 -4.4182
C 0.0773 3.6957 -3.2308
C 0.3823 2.6532 -2.3680
C 2.1788 0.0435 -1.1492
C 3.0191 1.0996 -1.4854
C 4.3401 1.1090 -1.0581
C 4.8407 0.0706 -0.2919
C 4.0172 -0.9991 0.0304
C 2.7032 -1.0155 -0.4016
H 0.0942 -4.7768 -3.1536
H 1.4918 -4.3880 -5.1876
H 2.3324 -2.1094 -5.6649
H 1.8240 -0.2465 -4.1454
H -0.9974 0.1061 -4.1185
H -1.5763 1.9664 -5.6189
H -0.8236 4.2624 -5.0960
H 0.3599 4.7060 -2.9648
H 0.8298 2.8813 -1.4112
H 2.6532 1.9208 -2.0831
H 4.9786 1.9424 -1.3214
H 5.8682 0.0865 0.0478
H 4.3938 -1.8208 0.6265
H 2.0814 -1.8604 -0.1478
Cl -5.5746 -0.3876 5.5987
C -4.7024 -0.8833 4.2045
C -5.0196 -2.0815 3.5682
Cl -6.2955 -3.0679 4.1575
C -4.3167 -2.4748 2.4271
Cl -4.6691 -3.9432 1.6104
C -3.3050 -1.6713 1.9263
O -2.5921 -1.9530 0.8310
C -2.9732 -0.4709 2.5778
O -1.9651 0.2446 2.0518
C -3.6834 -0.0777 3.6991
Cl -3.2861 1.4358 4.4262
Cl 5.5129 -2.1165 5.1819
C 4.0286 -1.8312 4.3432
C 3.1086 -2.8642 4.2201
C 1.9226 -2.6354 3.5459
C 1.6703 -1.3903 2.9802
C 2.5952 -0.3603 3.1173
C 3.7727 -0.5761 3.8100
C 0.4289 -1.1870 2.2059
O -0.5999 -1.8358 2.4143
O 0.4284 -0.3072 1.2569
H 3.3274 -3.8335 4.6456
H 1.1878 -3.4225 3.4400
H 2.3837 0.6117 2.6890
H 4.4964 0.2165 3.9403
S 0.0681 2.3523 1.0058
C -1.1522 3.4930 0.8521
N -2.2898 3.2887 1.5930
C -3.4147 3.9929 1.3965
C -3.4267 4.9761 0.4532
C -2.2102 5.2262 -0.2077
N -1.1153 4.5286 -0.0075
H -2.2693 2.4975 2.2334
H -4.2756 3.7216 1.9912
H -4.3238 5.5279 0.2236
H -2.1235 6.0358 -0.9252
Te -2.9608 0.8190 -0.7932
```

Summary:
orbital gap (spin up / spin down): 6.11 / 6.26 eV
E_HOMO (spin up / spin down): -7.48 / -7.53 eV
ΔE to the lowest compared entry with this formula, charge and spin: 170.3 kJ/mol